(1)
ORCA calculation (the ωB97M-V functional and the def2-TZVPD basis) on the ion C12H16N with charge +1 in a non-equilibrium geometry.

Computed properties:
- lowest unoccupied orbital energy (spin up / spin down) (eV) = -4.74 / -4.94
- energy (eV) = -14180.9913
- HOMO-LUMO gap (spin up / spin down) (eV) = 7.38 / 7.33
- energy above the lowest of the compared OMol25 structures with the same formula, charge and spin (kcal/mol) = 114.0
- charge = +1

Element x y z (Å)
C -2.954 -1.781 0.395
C -3.434 -0.510 0.034
C -1.575 -1.933 0.321
C -2.634 0.571 0.010
C -0.679 -0.808 0.153
C 1.848 -0.208 0.593
C -0.643 1.613 -0.352
C 0.742 -1.095 0.047
C 2.984 -0.740 1.393
C -0.783 2.816 0.247
C 1.538 0.518 -2.015
C 1.804 -0.505 -0.845
N -1.282 0.389 0.061
H -3.594 -2.606 0.459
H -4.519 -0.459 0.105
H -1.222 -2.983 0.701
H -3.107 1.509 -0.008
H 0.850 -2.220 0.182
H 3.661 -1.391 0.756
H 2.733 -1.291 2.280
H 3.673 0.113 1.778
H -0.770 3.567 -0.549
H 0.231 2.872 0.675
H -1.471 2.949 1.018
H 2.514 1.060 -2.267
H 0.533 1.016 -1.907
H 1.413 -0.064 -2.836
H 1.617 0.853 0.797
H 2.525 -1.253 -1.227

These are the Löwdin partial charges, in e, on atoms 1 to 5: 0.000 -0.020 0.042 -0.016 -0.105

---

(2)
ORCA calculation (the ωB97M-V functional and the def2-TZVPD basis) on the molecule C12H16N2 in a non-equilibrium geometry.

Computed properties:
- lowest unoccupied orbital energy (eV) = 0.97
- energy (eV) = -15681.1815
- HOMO-LUMO gap (eV) = 9.29
- energy above the lowest of the compared OMol25 structures with the same formula, charge and spin (kcal/mol) = 67.3
- charge = 0

Element x y z (Å)
C 3.456 -1.270 -0.547
C 2.403 0.713 0.614
C 1.493 1.856 0.130
C 0.300 1.204 -0.506
C -1.981 0.936 -0.163
C -3.333 1.006 -0.488
C -4.184 -0.137 -0.251
C -3.681 -1.338 0.149
C -2.226 -1.490 0.215
C -1.471 -0.345 0.194
C 0.071 -0.158 0.280
C 1.079 -1.171 -0.102
H 4.389 -0.912 -0.831
H 3.109 -1.853 -1.459
H 3.423 -1.913 0.371
H 2.094 0.477 1.737
H 3.584 1.001 0.665
H 2.033 2.506 -0.591
H 1.159 2.438 0.956
H 0.452 1.012 -1.596
H -0.858 2.282 0.899
H -3.706 1.910 -0.829
H -5.271 0.029 -0.332
H -4.249 -2.246 0.359
H -1.871 -2.404 0.589
H 0.336 0.120 1.330
H 1.326 -1.900 0.804
H 0.853 -1.843 -1.038
N 2.286 -0.397 -0.425
N -1.015 1.891 -0.132

These are the Löwdin partial charges, in e, on atoms 1 to 5: -0.093 -0.186 -0.164 -0.242 -0.289

---

(3)
ORCA calculation (the ωB97M-V functional and the def2-TZVPD basis) on a cluster of 2 separate species, C12H16N2O in total in a non-equilibrium geometry.

Computed properties:
- lowest unoccupied orbital energy (eV) = 0.68
- energy (eV) = -17729.3423
- HOMO-LUMO gap (eV) = 8.69
- energy above the lowest of the compared OMol25 structures with the same formula, charge and spin (kcal/mol) = 64.2
- charge = 0

Element x y z (Å)
C -2.520 -0.921 0.825
C -1.258 -1.009 1.734
C -2.553 -1.537 -0.497
O -3.459 -1.309 -1.296
N -1.618 -2.481 -1.042
H -3.250 -1.277 1.518
H -2.757 0.140 0.645
H -1.026 0.073 2.281
H -1.859 -3.028 -1.804
H -0.714 -2.563 -0.743
H -0.309 -1.018 1.046
H -1.110 -1.925 2.371
C 0.555 1.494 -2.779
C 1.647 0.151 0.497
C 0.822 1.132 -0.225
C 1.108 0.761 -1.592
C 1.930 -0.312 -1.689
C 1.927 0.167 1.840
C 1.426 1.314 2.581
C 0.332 2.162 0.534
C 0.765 2.276 1.929
N 2.159 -0.869 -0.406
H 3.012 -1.404 -0.189
H 2.196 -0.764 2.184
H 2.297 -0.707 -2.626
H 1.374 1.360 3.682
H -0.464 2.809 0.118
H 0.142 0.810 -3.564
H 1.100 2.144 -3.348
H 0.491 3.170 2.466
H -0.328 2.027 -2.482

These are the Löwdin partial charges, in e, on atoms 1 to 5: -0.176 -0.098 -0.481 0.021 0.168

---

(4)
ORCA calculation (the ωB97M-V functional and the def2-TZVPD basis) on the molecule C12H16N2O3 in a non-equilibrium geometry.

Computed properties:
- lowest unoccupied orbital energy (eV) = 0.63
- energy (eV) = -21826.5525
- HOMO-LUMO gap (eV) = 9.97
- energy above the lowest of the compared OMol25 structures with the same formula, charge and spin (kcal/mol) = 22.9
- charge = 0

Element x y z (Å)
C -0.038 -1.067 -1.694
C 1.137 -1.134 -0.661
C -1.052 -0.001 -1.368
C -0.489 1.379 -1.107
C 0.630 1.863 -1.811
C -0.974 2.168 -0.062
C 1.236 3.063 -1.475
C -0.324 3.318 0.326
C 0.783 3.805 -0.389
C -0.293 -1.501 1.443
C -0.391 -0.484 2.590
C -0.238 -2.919 2.039
H -0.913 -2.741 -0.981
H -0.296 -2.874 -2.585
H 0.499 -0.915 -2.593
H -1.724 -0.262 -0.548
H -1.706 0.032 -2.245
H 1.084 1.322 -2.663
H -1.861 1.833 0.453
H 2.141 3.348 -1.994
H -0.778 3.850 1.138
H 1.315 4.689 0.001
H 1.705 -1.414 1.275
H -1.213 -1.378 0.958
H -1.100 -3.110 2.712
H 0.725 -3.133 2.538
H -0.312 -3.585 1.162
H 0.793 0.622 1.656
N -0.825 -2.302 -1.906
N 0.871 -1.144 0.721
O 2.283 -1.205 -1.073
O -1.064 -0.729 3.573
O 0.390 0.611 2.573

These are the Löwdin partial charges, in e, on atoms 1 to 5: -0.315 -0.378 -0.127 -0.210 -0.040

---

(5)
ORCA calculation (the ωB97M-V functional and the def2-TZVPD basis) on the molecule C12H16N6O3 in a non-equilibrium geometry.

Computed properties:
- lowest unoccupied orbital energy (eV) = 0.84
- energy (eV) = -27786.5105
- HOMO-LUMO gap (eV) = 9.57
- energy above the lowest of the compared OMol25 structures with the same formula, charge and spin (kcal/mol) = 58.1
- charge = 0

Element x y z (Å)
C 1.123 -0.776 0.966
C 0.374 0.514 1.184
C 2.475 -0.844 1.719
C 2.963 -2.231 1.822
C 3.274 -2.858 3.020
C 3.435 -4.304 1.279
C -1.048 2.230 0.049
C -2.387 1.684 0.475
C -1.122 2.935 -1.298
C -1.711 2.055 -2.423
C -1.040 1.610 -3.594
C -3.184 0.843 -3.443
H 2.136 -0.593 -0.837
H 1.617 -2.138 -0.685
H 0.439 -1.576 1.281
H 2.296 -0.390 2.622
H 3.106 -0.163 1.085
H 3.395 -2.449 4.012
H 3.443 -5.272 0.665
H 3.708 -5.013 3.302
H -0.073 0.575 -0.812
H -0.861 2.916 0.877
H -0.219 3.429 -1.582
H -1.936 3.754 -1.258
H 0.005 1.424 -3.938
H -4.105 0.274 -3.502
H -1.951 0.335 -5.089
H -4.041 2.010 1.303
N 1.291 -1.118 -0.527
N 2.948 -3.205 0.822
N 3.544 -4.198 2.671
N -0.039 1.152 -0.001
N -2.998 1.545 -2.339
N -2.084 0.863 -4.199
O 0.431 1.039 2.281
O -2.636 0.484 0.475
O -3.360 2.535 0.874

These are the Löwdin partial charges, in e, on atoms 1 to 5: -0.267 -0.423 -0.103 -0.279 -0.033

---

(6)
ORCA calculation (the ωB97M-V functional and the def2-TZVPD basis) on a structure of composition C12H16NO2RuS3 in a non-equilibrium geometry.

Computed properties:
- ⟨S²⟩ = 6.1101
- lowest unoccupied orbital energy (spin up / spin down) (eV) = -12.30 / -13.74
- energy (eV) = -53339.8762
- HOMO-LUMO gap (spin up / spin down) (eV) = 6.48 / 5.61
- 2S+1 = 5
- energy above the lowest of the compared OMol25 structures with the same formula, charge and spin (kcal/mol) = 105.9
- charge = +3

Element x y z (Å)
Ru 10.851 5.527 5.589
C 14.826 4.690 7.080
C 13.306 4.808 7.156
S 12.491 3.947 5.933
C 12.530 5.603 8.060
C 13.224 5.733 9.380
S 10.894 6.085 7.782
H 15.002 4.212 6.120
H 15.223 4.110 7.908
H 15.323 5.614 7.022
H 12.984 6.555 9.992
H 14.325 5.718 9.111
H 13.190 4.892 10.065
O 11.206 7.670 3.708
N 11.009 6.775 4.473
C 4.140 6.342 10.566
C 5.050 5.734 9.516
C 6.193 6.451 9.224
C 7.091 6.065 8.218
C 6.679 5.032 7.349
C 5.560 4.269 7.673
C 4.801 4.584 8.808
S 7.511 4.651 5.871
C 6.216 5.239 4.739
O 8.664 5.703 5.618
H 3.161 5.867 10.691
H 4.057 7.441 10.467
H 4.489 6.244 11.659
H 6.463 7.303 9.817
H 8.047 6.646 8.174
H 5.317 3.469 6.938
H 4.094 3.895 9.200
H 6.163 6.354 4.800
H 5.229 4.841 4.895
H 6.533 4.965 3.739

These are the Löwdin partial charges, in e, on atoms 1 to 5: 0.962 -0.052 -0.627 0.829 -0.622

---

Question: What is the energy above the lowest of the compared OMol25 structures with the same formula, charge and spin in the third record?
Answer: 64.2 kcal/mol